ORCA calculation (ωB97M-V with the def2-TZVPD basis set) on C17H24Be2Br5Cl5F6N2O9S as an isolated structure.

```
! RIJCOSX wB97M-V def2-TZVPD def2/J DEFGRID3
* xyz 2 1
O 6.344 3.221 -4.182
C 5.941 3.550 -3.055
O 6.823 3.811 -1.921
F 6.687 2.697 -1.133
C 4.375 3.724 -2.744
C 3.376 3.383 -3.889
C 1.863 3.586 -3.575
N 1.468 4.058 -2.274
C -0.018 4.198 -2.020
C -0.556 2.671 -1.787
F -0.755 2.485 -0.332
C 2.343 4.368 -1.177
C 3.873 4.214 -1.361
H 3.722 3.004 -4.904
H 1.053 3.365 -4.365
H -0.555 4.697 -2.898
H -0.193 4.743 -1.024
H -1.504 2.461 -2.425
H 0.251 1.915 -2.102
H 1.859 4.702 -0.186
H 4.548 4.479 -0.463
F 0.137 3.920 0.461
Br -0.114 -1.583 2.892
C 0.425 0.266 3.172
C -0.768 1.191 3.155
Br -1.401 1.513 1.334
H 1.167 0.503 2.410
H 0.904 0.275 4.154
H -0.495 2.177 3.538
H -1.623 0.808 3.723
C -4.913 -2.393 0.321
F -4.779 -3.099 -0.826
F -6.071 -1.709 0.203
F -5.114 -3.304 1.294
S -3.461 -1.284 0.662
O -3.396 -0.374 -0.480
O -2.310 -2.171 0.756
O -3.772 -0.604 1.923
C 3.688 -3.949 1.648
C 2.861 -4.869 0.764
C 2.974 -4.476 -0.701
O 1.494 -4.811 1.166
H 3.340 -2.913 1.568
H 3.588 -4.235 2.699
H 4.745 -3.984 1.375
H 3.195 -5.902 0.894
H 2.601 -3.459 -0.862
H 2.366 -5.139 -1.323
H 4.010 -4.527 -1.045
H 1.189 -3.900 1.055
C -4.486 -3.218 5.357
Br -3.022 -2.680 4.201
Br -4.445 -2.277 7.052
Br -6.204 -3.042 4.475
H -4.347 -4.276 5.576
Be -1.901 2.981 -4.017
N -4.048 -5.852 -2.276
O -4.481 -5.797 -1.140
O -4.218 -4.861 -3.047
O -3.456 -6.846 -2.676
Be -3.750 -3.816 -4.758
C 4.983 3.307 2.541
Cl 3.801 2.112 1.982
Cl 4.320 4.944 2.412
Cl 5.473 2.964 4.203
H 5.863 3.242 1.904
C -6.337 1.285 -1.904
Cl -4.898 1.182 -2.932
Cl -7.294 -0.197 -1.993
H -6.024 1.442 -0.872
H -6.949 2.122 -2.236
*
```

Values from the calculation:
orbital gap	0.0698	hartree
DFT total energy	-480146.7872	eV

ORCA calculation (ωB97M-V with the def2-TZVPD basis set) on a 9-piece molecular cluster, C17H24Cl16F4O4 overall.

```
! RIJCOSX wB97M-V def2-TZVPD def2/J DEFGRID3
* xyz 0 1
O 2.542 -4.242 -0.587
C 1.643 -3.378 -0.624
O 0.350 -3.448 0.025
C -0.555 -2.817 -0.878
O -1.737 -3.122 -1.188
C 0.234 -1.586 -1.542
C -0.410 -0.282 -2.209
F -1.823 -0.363 -2.322
F 0.091 0.006 -3.519
C -0.097 0.946 -1.172
F -1.323 1.241 -0.475
F 0.351 2.116 -1.850
C 1.599 -1.965 -1.375
C 2.789 -1.058 -1.932
C 3.741 -0.429 -0.801
C 5.044 0.192 -1.580
O 4.811 0.392 -3.004
H 0.688 0.569 -0.418
H 2.336 -0.197 -2.532
H 3.455 -1.754 -2.576
H 4.171 -1.225 -0.093
H 3.257 0.446 -0.218
H 5.337 1.230 -1.162
H 5.973 -0.486 -1.472
H 5.044 -0.423 -3.501
Cl 1.397 4.699 0.038
C -0.038 5.538 -0.562
Cl -0.756 6.555 0.693
H 0.245 6.165 -1.407
H -0.772 4.799 -0.881
Cl -0.841 0.121 2.466
C -2.434 0.636 3.035
Cl -2.422 2.335 3.515
H -3.157 0.500 2.232
H -2.717 0.027 3.893
Cl -0.146 5.645 -4.232
C -1.742 6.152 -3.667
Cl -1.739 7.852 -3.185
H -2.463 6.013 -4.471
H -2.024 5.541 -2.810
Cl 0.049 -8.177 0.278
C -0.774 -6.770 0.960
Cl -1.279 -7.073 2.628
H -0.094 -5.920 0.945
H -1.655 -6.549 0.359
Cl 6.177 2.068 0.770
C 5.345 3.473 1.449
Cl 4.814 3.162 3.105
H 6.027 4.322 1.449
H 4.474 3.700 0.835
Cl 2.099 -5.304 5.380
C 0.648 -6.297 5.567
Cl 0.779 -7.361 6.973
H -0.213 -5.643 5.697
H 0.518 -6.905 4.674
Cl -5.910 -2.193 -1.153
C -4.782 -2.884 -2.327
Cl -4.684 -1.890 -3.784
H -3.792 -2.939 -1.876
H -5.123 -3.882 -2.601
Cl -5.569 4.654 4.076
C -6.203 4.100 2.522
Cl -5.521 2.531 2.076
H -7.285 4.007 2.594
H -5.945 4.829 1.755
*
```

Values from the calculation:
orbital gap	0.3257	hartree
SMILES	O=C1OC(=O)C(C(F)(F)C(F)F)=C1CCCO.ClCCl.ClCCl.ClCCl.ClCCl.ClCCl.ClCCl.ClCCl.ClCCl
DFT total energy	-237433.1538	eV
relative energy (zero: lowest compared OMol25 entry of this formula, charge and spin)	60.7	kcal per mole

ORCA calculation (ωB97M-V with the def2-TZVPD basis set) on C17H24ClFeIN2O3P as an isolated structure.

```
! RIJCOSX wB97M-V def2-TZVPD def2/J DEFGRID3
* xyz 2 6
C -4.090 2.377 -6.686
C -4.361 1.033 -6.310
H -4.803 2.646 -7.493
H -3.043 2.412 -7.058
H -4.226 3.039 -5.807
O -4.700 -0.051 -6.052
I -2.735 0.749 -3.149
Fe -0.489 0.858 -2.425
P 0.924 -0.867 -2.971
C 0.830 -2.580 -2.385
C 0.818 -0.846 -4.779
H 2.602 0.799 -2.505
H 3.287 -0.677 -3.280
H 2.845 -0.679 -1.529
C 2.585 -0.299 -2.525
H 0.456 0.138 -5.112
H 1.829 -1.020 -5.172
H 1.567 -3.187 -2.931
H -0.182 -2.971 -2.560
H 0.124 -1.629 -5.115
H 1.054 -2.597 -1.308
C -0.925 -0.548 -0.933
O -1.596 -1.416 -0.530
Cl 0.617 2.628 -1.823
C 0.292 1.441 5.005
N 0.080 1.318 3.569
N 0.589 0.324 2.813
C 0.305 0.581 1.468
O 0.574 -0.245 0.552
C -0.352 1.850 1.475
C -0.460 2.267 2.777
C -1.082 3.484 3.340
C 0.960 -0.945 3.344
C 0.234 -1.548 4.377
C 0.614 -2.814 4.830
C 1.684 -3.484 4.221
C 2.389 -2.884 3.173
C 2.012 -1.626 2.720
H -0.667 1.410 5.543
H 0.763 2.412 5.224
H 0.931 0.639 5.384
H -0.645 2.380 0.588
H -1.874 3.259 4.067
H -0.356 4.131 3.849
H -1.530 4.056 2.522
H -0.627 -1.037 4.813
H 0.070 -3.274 5.653
H 1.966 -4.477 4.558
H 3.233 -3.386 2.698
H 2.509 -1.146 1.877
*
```

Values from the calculation:
orbital gap (spin up / spin down)	0.1870 / 0.1803	hartree
DFT total energy	-91424.1525	eV

ORCA calculation (ωB97M-V with the def2-TZVPD basis set) on C17H24ClIN2O3PRu as an isolated structure.

```
! RIJCOSX wB97M-V def2-TZVPD def2/J DEFGRID3
* xyz 2 6
C 2.322 -0.079 -2.298
C 0.818 -0.018 -2.457
H 2.769 0.610 -3.017
H 2.731 -1.089 -2.479
H 2.630 0.233 -1.293
O 0.277 0.660 -3.289
I -2.917 0.007 0.161
Ru 0.232 -1.697 -1.309
P -0.536 -3.037 -2.856
C -1.952 -2.541 -3.904
C 0.755 -3.418 -4.069
H -0.372 -4.863 -1.332
H -1.398 -5.321 -2.746
H -2.051 -4.256 -1.453
C -1.154 -4.531 -2.025
H 1.674 -3.660 -3.514
H 0.443 -4.264 -4.703
H -2.118 -3.291 -4.692
H -1.731 -1.565 -4.364
H 0.924 -2.524 -4.693
H -2.856 -2.458 -3.283
C -1.367 -0.685 -1.789
O -2.076 0.027 -2.433
Cl 1.736 -3.254 -0.480
C 0.116 2.063 4.295
N 0.520 1.130 3.263
N 0.512 1.436 1.941
C 0.779 0.269 1.217
O 0.733 0.188 -0.038
C 1.066 -0.714 2.193
C 0.893 -0.151 3.437
C 1.113 -0.739 4.776
C 0.010 2.688 1.498
C 0.585 3.884 1.957
C -0.020 5.096 1.609
C -1.210 5.123 0.859
C -1.736 3.924 0.382
C -1.090 2.728 0.655
H 0.090 1.528 5.251
H -0.890 2.469 4.130
H 0.812 2.902 4.407
H 1.295 -1.722 1.906
H 1.951 -0.275 5.312
H 0.236 -0.667 5.427
H 1.352 -1.801 4.659
H 1.489 3.862 2.573
H 0.446 6.028 1.937
H -1.700 6.077 0.631
H -2.644 3.919 -0.220
H -1.491 1.773 0.262
*
```

Values from the calculation:
orbital gap (spin up / spin down)	0.2243 / 0.1770	hartree
DFT total energy	-59614.7548	eV
relative energy (zero: lowest compared OMol25 entry of this formula, charge and spin)	0.0	kcal per mole

ORCA calculation (ωB97M-V with the def2-TZVPD basis set) on one molecule with the formula C17H24ClN5O2.

```
! RIJCOSX wB97M-V def2-TZVPD def2/J DEFGRID3
* xyz 0 1
C -0.165 -3.220 4.043
N 0.082 -2.406 2.852
C 0.312 -0.961 3.066
C 0.607 -2.999 1.735
C 1.840 -3.631 1.853
C 2.453 -4.162 0.725
Cl 3.925 -5.021 0.934
C 1.848 -4.111 -0.543
C 0.629 -3.485 -0.689
C -0.032 -2.963 0.462
C -1.383 -2.292 0.274
N -1.264 -0.936 -0.275
C -1.782 -0.540 -1.490
O -2.413 -1.282 -2.210
N -1.547 0.705 -2.030
C -0.792 1.769 -1.372
C -1.722 2.547 -0.421
C -0.964 3.781 0.139
C -0.636 4.675 -0.994
C 0.291 3.997 -2.019
N 1.699 3.642 -1.842
C 1.994 2.437 -2.404
O 2.864 1.663 -2.111
N 0.935 1.946 -3.062
C -0.217 2.634 -2.519
H 0.694 -3.131 4.686
H -0.313 -4.289 3.799
H -1.014 -2.860 4.631
H 0.687 -0.453 2.153
H -0.634 -0.508 3.277
H 1.033 -0.849 3.860
H 2.302 -3.670 2.809
H 2.352 -4.567 -1.372
H 0.137 -3.399 -1.656
H -1.967 -2.925 -0.426
H -1.890 -2.263 1.261
H -0.501 -0.339 0.034
H -1.852 0.858 -2.982
H 0.015 1.293 -0.847
H -2.649 2.845 -0.941
H -2.016 1.902 0.387
H -0.065 3.454 0.682
H -1.564 4.312 0.873
H -1.539 4.977 -1.519
H -0.112 5.550 -0.611
H 0.327 4.738 -2.844
H 2.081 3.817 -0.910
H 0.935 0.929 -3.184
H -1.009 2.791 -3.262
*
```

Values from the calculation:
orbital gap	0.3227	hartree
SMILES	CN(C)c1cc(Cl)ccc1CNC(=O)N[C@@H]1CCC[C@H]2NC(=O)N[C@@H]12
DFT total energy	-42086.9021	eV
relative energy (zero: lowest compared OMol25 entry of this formula, charge and spin)	26.4	kcal per mole